# C28H27N9O3PtS3

C28H27N9O3PtS3 as an isolated structure (wB97M-V/def2-TZVPD, the OMol25 dataset).

Cartesian coordinates (Å):
Pt -0.09169 0.83147 1.17420
S 0.39887 0.87838 3.50466
C 1.98594 0.81375 2.79783
N 1.90890 0.78801 1.48726
C 3.15154 0.85194 0.84889
C 3.42644 0.97491 -0.50991
C 4.75294 1.02652 -0.89124
C 5.78802 0.96737 0.04804
C 5.51967 0.88024 1.39950
C 4.18608 0.83279 1.79093
S 3.56482 0.80266 3.42890
H 2.63644 1.06432 -1.24232
H 4.99310 1.12862 -1.94076
H 6.81511 1.01185 -0.28649
H 6.31811 0.86391 2.12865
C 0.18903 -5.11819 -2.77736
C 0.10169 -3.62842 -2.62133
C -1.03508 -2.93595 -3.03498
C -1.11580 -1.55760 -2.91797
C -0.04167 -0.86133 -2.37965
C 1.11383 -1.52529 -1.98125
C 1.17028 -2.90240 -2.08963
S -0.09742 0.88946 -2.41634
O 1.05946 1.39308 -3.10065
O -1.40377 1.29499 -2.83638
N 0.12934 1.34243 -0.82721
C 0.32272 2.67297 -0.52778
C 0.55906 3.80527 -1.30251
C 0.65324 5.00414 -0.62924
C 0.52187 5.08352 0.76488
C 0.30210 3.93393 1.47630
N 0.22426 2.77321 0.81157
H -0.77148 -5.59514 -2.58435
H 0.93242 -5.54693 -2.10742
H 0.47692 -5.37071 -3.79976
H -1.86281 -3.48306 -3.46982
H -1.98754 -1.01568 -3.25948
H 1.96877 -0.97360 -1.61363
H 2.06833 -3.42675 -1.78497
H 0.64938 3.73421 -2.37540
H 0.82741 5.91019 -1.19454
H 0.59161 6.02948 1.28009
H 0.19056 3.89964 2.55084
C -4.81447 2.60564 -0.82094
N -4.20939 1.73548 0.19804
C -4.94415 0.94330 0.99350
C -4.36998 0.19440 1.96167
C -2.95755 0.20149 2.07354
N -2.19836 0.94908 1.23639
C -2.83308 1.87045 0.37345
O -2.24009 2.72977 -0.21844
N -2.41046 -0.57729 3.00735
H -5.87148 2.36605 -0.88821
H -4.32581 2.43308 -1.77654
H -4.68253 3.64782 -0.54158
H -6.01294 0.95001 0.82752
H -4.96424 -0.41849 2.62033
H -3.01745 -1.08838 3.62615
H -1.42129 -0.62276 3.18324
N 1.41700 -4.24415 2.22534
C 0.53028 -3.43172 1.62508
C 0.63697 -2.02816 1.71529
N -0.24455 -1.24890 1.09826
C -1.22607 -1.80930 0.37855
C -1.32151 -3.18929 0.33321
N -0.47300 -3.99363 0.94810
H 2.19955 -3.89723 2.74872
H 1.28422 -5.23910 2.15191
H 1.41960 -1.56282 2.29430
H -1.91339 -1.16420 -0.14228
H -2.12678 -3.65332 -0.22215

Output
HOMO-LUMO gap = 7.21 eV
relative energy (zero: lowest compared OMol25 entry of this formula, charge and spin) = 0.0 kcal/mol
charge = +2
LUMO = -6.8 eV
E_HOMO = -13.976 eV
strongest force on any atom = 0.25 eV Å⁻¹